The following is a quantum chemistry calculation of a molecular structure, C13H28BaN6O6S, from the Open Molecules 2025 dataset.

The geometry in XYZ format:
```
55
Properties=species:S:1:pos:R:3:mulliken_charge:R:1
O 0.1326 -4.6192 -2.3286 -0.77
H 0.9246 -5.2616 -2.5543 0.25
Ba -0.3526 -2.2066 -0.8772 1.48
N -0.4109 -0.7746 1.9401 0.87
N -1.9736 -2.8961 1.3633 0.03
N 1.5080 0.0833 -1.0794 0.26
N 1.3399 -1.6560 -3.1000 -0.17
O 0.3115 0.2811 2.2013 -1.15
O 1.5755 1.0331 -0.1285 -0.49
O 1.7132 -2.8631 -3.2287 -0.52
O -2.9617 -3.0864 0.5952 -0.45
C -2.3108 -2.0711 2.4006 0.44
C -1.4218 -1.0163 2.7795 0.33
C 2.3874 0.2601 -2.0647 0.07
C 2.3496 -0.7558 -3.1355 0.43
C -1.7497 -0.1142 3.9372 -1.58
H -2.5435 0.6253 3.6818 0.22
H -0.8351 0.4388 4.2337 0.39
H -2.0960 -0.7018 4.8099 0.50
C -3.6756 -2.2089 2.9797 -1.18
H -4.0764 -3.1990 2.6674 0.39
H -4.4224 -1.4484 2.6284 0.22
H -3.6660 -2.1508 4.0928 0.35
C 3.3342 1.4434 -2.1557 -1.40
C 3.4532 -0.8487 -4.1805 -1.28
H 3.5551 1.8840 -1.1718 0.36
H 2.8748 2.2578 -2.7426 0.28
H 4.2978 1.2465 -2.6547 0.38
H 3.0316 -1.4064 -5.0475 0.34
H 4.3785 -1.3639 -3.8016 0.26
H 3.7908 0.1317 -4.5815 0.41
H 1.1035 0.6771 0.6883 0.32
H 0.8859 -3.5862 -2.4971 0.26
C 1.2834 -3.2639 0.1517 -1.06
H 0.3932 -3.6949 0.7056 0.51
H 1.9240 -2.4368 0.4910 0.29
H 1.8387 -4.2414 -0.0630 0.22
O 2.8534 -1.0117 2.8335 -0.64
H 3.6091 -0.5418 2.4648 0.31
H 2.0605 -0.4600 2.6400 0.37
S -2.8995 0.2811 0.0974 -0.43
C -2.2065 1.8346 -0.0666 0.35
N -1.1898 2.2764 0.7146 0.18
C -0.6049 3.6344 0.6896 -0.45
C -1.4935 4.6082 -0.0434 -0.62
C -2.0349 3.9922 -1.3241 -0.62
N -2.6118 2.6747 -1.0184 -0.20
H -0.7510 1.5731 1.3393 -0.21
H 0.3913 3.5755 0.2209 0.24
H -0.4476 3.9484 1.7298 0.35
H -0.9235 5.5059 -0.2861 0.35
H -2.3294 4.8865 0.5988 0.31
H -1.2283 3.8851 -2.0760 0.28
H -2.8288 4.6090 -1.7689 0.37
H -3.2557 2.2385 -1.7001 0.24
```

Computed properties:
LUMO energy (alpha / beta): -0.1169 / -0.1170 hartree
Orbital gap (alpha / beta): 3.7 / 3.7 eV
HOMO level (alpha / beta): -0.25446 / -0.25423 Ha
E_tot: -46678.443 eV